1.
This record from the OMol25 dataset describes a single C5H6 molecule. The level of theory is the ωB97M-V functional and the def2-TZVPD basis.

The geometry in XYZ format:
```
11
Properties=species:S:1:pos:R:3:forces:R:3
C -0.1589 -1.1035 0.6735 0.4 -0.6 0.9
C -1.1421 -0.3647 0.1813 -1.2 1.1 -0.5
C -0.5337 0.8395 -0.5256 0.4 -0.4 0.3
C 0.9467 0.5804 -0.4091 0.1 1.3 0.0
C 1.1246 -0.4841 0.3583 0.7 -1.0 -0.3
H -0.2257 -1.9987 1.2919 -0.2 0.2 -0.3
H -2.2370 -0.4942 0.2682 0.9 -0.1 0.0
H -0.8031 0.9250 -1.5668 -0.4 0.0 -0.4
H -0.7846 1.7895 -0.0339 -0.1 -0.2 -0.1
H 1.7301 1.2432 -0.8174 -0.6 -0.5 0.2
H 2.0837 -0.9323 0.5794 0.0 0.1 0.2
```
Positions in Å, forces in eV/Å.

Its LUMO energy is 0.04574 hartree. As for the structure (SMILES): C1=CCC=C1. The HOMO-LUMO gap is 9.896 eV. As for the charge: 0.

***

2.
This record from the OMol25 dataset describes a molecular structure, C26H46O2OsP2. The level of theory is the ωB97M-V functional and the def2-TZVPD basis.

The geometry in XYZ format:
```
77
Properties=species:S:1:pos:R:3:forces:R:3
Os 0.1737 3.2194 -0.4652 -1.1 1.0 3.0
C 0.5889 1.0013 2.2372 1.3 -0.3 -0.2
C 1.6827 1.5904 1.5853 -1.1 -0.5 1.1
C -0.0939 3.1006 1.6069 0.2 -1.7 2.6
C -0.5303 1.8583 2.1906 0.6 1.9 -0.4
C 1.3002 2.9347 1.2314 -0.3 -0.7 -0.1
C 0.6625 -0.2789 2.9962 -0.2 -0.1 0.1
H 1.6854 -0.4674 3.3413 -0.2 0.0 -0.1
H 0.3489 -1.1410 2.4041 0.1 0.1 0.0
H 0.0020 -0.2382 3.8689 0.1 0.0 -0.1
C -1.8450 1.6298 2.8101 -0.6 -0.2 -0.1
H -1.8261 1.9583 3.8597 0.0 -0.1 -0.2
H -2.1425 0.5722 2.8113 0.1 0.3 0.0
H -2.5997 2.2270 2.2885 -0.1 -0.2 0.2
C -0.7815 4.3828 1.4610 -0.2 0.4 0.6
H -0.1877 5.2151 1.8586 -0.3 -0.1 -0.2
H -1.7725 4.3501 1.9191 0.1 0.2 -0.2
H -0.9438 4.6031 0.3559 -0.3 0.6 0.0
C 2.1095 4.0451 0.7228 0.4 -0.2 1.1
H 1.9558 4.9456 1.3072 0.2 0.3 -0.1
H 1.7581 4.2898 -0.3343 0.0 0.5 -0.6
H 3.1678 3.7900 0.6602 -0.1 0.2 -0.2
C 3.0225 1.0076 1.4388 0.5 -0.2 -0.2
H 3.4972 0.8743 2.4218 0.0 0.0 -0.2
H 3.6474 1.6732 0.8421 0.2 -0.2 0.0
H 2.9915 0.0245 0.9464 0.0 0.2 0.2
C -0.4643 -3.1726 1.6591 1.1 -0.7 -0.8
C 0.7487 -3.6879 1.4998 -0.3 -0.1 0.3
C 1.4600 -4.0127 0.2023 0.2 -0.1 0.0
C 2.0279 -2.7690 -0.5029 1.1 -0.5 0.3
C 1.1338 -1.6758 -0.8721 0.6 0.7 0.2
C -0.2791 -1.7155 -1.1689 -1.1 2.2 -0.5
C -1.1732 -2.9061 -0.8047 -0.3 0.2 -0.3
C -1.5300 -2.8128 0.6936 -0.3 0.1 0.1
H 0.8331 -4.5913 -0.4812 0.2 0.0 0.2
H 2.6201 -3.1032 -1.3833 -0.2 0.1 0.3
H 2.3148 -4.6480 0.4677 -0.2 0.1 -0.3
H -2.4281 -3.4269 0.8912 0.4 0.1 -0.1
H -0.9103 -2.9421 2.8795 0.1 -0.1 -0.5
H 1.3464 -3.9491 2.3815 -0.3 0.3 -0.1
H -1.8411 -1.7734 0.9254 0.0 -0.3 -0.2
H -2.1181 -2.8278 -1.3537 0.2 0.0 0.1
H -0.7552 -0.7975 -0.7493 0.1 -0.4 0.5
H -0.7223 -3.8641 -1.0899 -0.3 0.4 0.2
H 2.7803 -2.3124 0.1692 -0.1 -0.3 -0.2
H 1.6040 -0.6938 -1.0143 -0.1 -0.3 0.1
P -0.3791 -1.1168 -2.9737 -0.7 -3.3 -1.0
P 0.3793 2.9780 -2.5316 1.1 -1.3 -3.5
C 0.2190 0.4321 -3.6475 0.2 0.3 0.3
C -0.6258 1.6685 -3.3135 0.0 0.0 -0.7
H 0.2519 0.3108 -4.7441 0.1 -0.4 0.4
H 1.2607 0.5125 -3.3018 -0.3 0.0 -0.1
H -1.0603 2.1045 -4.2318 0.1 -0.4 0.3
H -1.4608 1.4418 -2.6306 0.3 0.2 -0.2
C -0.5831 4.4620 -2.9291 -0.3 0.5 0.1
H -0.7849 4.9814 -1.9715 -0.1 0.1 -0.7
H -1.5308 4.1868 -3.4029 0.2 0.2 0.0
H 0.0302 5.1095 -3.5615 -0.2 0.1 0.0
C 2.0361 3.0181 -3.2782 0.0 0.4 -0.7
H 2.0205 3.6977 -4.1381 0.2 -0.3 -0.1
H 2.3704 2.0256 -3.5964 0.0 0.3 0.0
H 2.7572 3.4094 -2.5494 -0.3 -0.1 -0.1
C -2.0763 -1.3579 -3.5585 -0.2 0.4 -0.1
H -2.4695 -2.3313 -3.2399 0.2 0.3 -0.1
H -2.0797 -1.3448 -4.6569 0.0 0.1 0.2
H -2.7305 -0.5587 -3.1850 0.0 -0.3 -0.1
C 0.5765 -2.3932 -3.8645 0.3 0.1 -0.2
H 1.4722 -1.9327 -4.3085 -0.2 -0.3 0.1
H -0.0394 -2.8149 -4.6689 0.2 0.1 0.1
H 0.8982 -3.2126 -3.2024 -0.2 0.4 -0.2
C -3.0277 -3.6679 5.4819 -0.2 -0.2 0.4
O -1.9994 -3.7717 4.4813 0.3 -0.3 -0.4
C -1.8031 -2.6998 3.7648 -1.0 1.3 1.6
O -2.3655 -1.6361 3.9027 0.5 -0.7 -0.6
H -3.9963 -3.5877 4.9854 0.1 0.1 0.2
H -2.8295 -2.7990 6.1144 -0.2 -0.2 -0.1
H -2.9491 -4.5994 6.0406 -0.1 0.2 0.0
```
Positions in Å, forces in eV/Å.

Its multiplicity is 5. Its LUMO energy (alpha / beta) is -0.24822 / -0.24372 hartree. The HOMO-LUMO gap (alpha / beta) is 5.451 / 6.659 eV. As for the charge: +2.

***

3.
This record from the OMol25 dataset describes a single C2H5N3O molecule. The level of theory is the ωB97M-V functional and the def2-TZVPD basis.

The geometry in XYZ format:
```
11
Properties=species:S:1:pos:R:3:forces:R:3
H -0.1754 1.7884 -0.9980 0.6 0.5 -0.6
N -0.8098 1.4160 -0.3259 -0.1 -2.1 0.2
C -0.5747 0.1467 -0.1811 2.4 -0.1 -1.2
N -1.4079 -0.6571 0.4790 -2.1 0.9 -0.1
C 0.6725 -0.7413 -0.6197 -0.9 -0.6 0.2
N 1.8390 -0.5200 -0.1593 -0.2 0.6 0.0
O 2.0374 0.6587 0.5516 0.0 -0.3 -0.3
H -2.2661 -0.1132 0.6199 0.2 -1.0 0.9
H -1.0551 -1.3470 1.1109 -0.2 -0.2 0.2
H 0.5291 -1.8169 -1.0842 0.1 2.5 0.8
H 1.2108 1.1856 0.6069 0.1 -0.3 -0.1
```
Positions in Å, forces in eV/Å.

Its LUMO energy is 0.02867 hartree. As for the structure (SMILES): [H]/N=C(N)\C=N/O. The HOMO-LUMO gap is 10.721 eV. As for the charge: 0.

***

| no. | maximum force (eV Å⁻¹) | E (eV) |
| --- | --- | --- |
| 1 | 1.72 | -5281.0882 |
| 2 | 3.90 | -52824.3039 |
| 3 | 2.68 | -8670.3044 |